No. 1
The following is a DFT calculation (ωB97M-V/def2-TZVPD) of a 13-piece molecular cluster, C17H60N16O13 overall in a non-equilibrium geometry.

Positions of all 106 atoms, in Å:
O -1.92489 12.26551 -14.72716
O -5.38878 15.06261 -12.63266
O -0.31343 14.06130 -16.48999
O -1.50413 14.95342 -13.83763
O 1.96222 12.78498 -12.36288
O -6.57807 15.46055 -17.39941
O -0.76045 9.69683 -13.36322
O -1.46070 9.79987 -18.44772
O -3.97348 14.26504 -17.77048
O -5.14957 6.99960 -17.31471
O -3.90004 9.13463 -12.95530
O -7.21700 9.99543 -16.63013
O -3.63055 11.00851 -20.06942
N -0.03410 11.73103 -16.65042
N -4.32344 12.23119 -15.12434
N -5.07021 9.63000 -14.92220
N -3.77694 7.53687 -19.06460
N -5.44446 7.75961 -14.01433
N 0.06960 8.13024 -19.08968
N -3.79296 8.83438 -17.36445
N 0.23308 10.03956 -20.07422
N -5.97539 15.91025 -15.20355
N -5.70002 11.21783 -17.89914
N -6.89938 13.93868 -15.70174
N 1.01399 13.00668 -18.17931
N -7.66948 12.19188 -17.54226
N -4.70062 12.83201 -12.71368
N -6.85261 13.24652 -12.94845
N -3.10230 11.68608 -16.65981
C -3.08532 12.18127 -15.51421
C -2.82635 16.90015 -13.16058
C -0.85366 9.16512 -14.68222
C -4.15460 7.72270 -17.87968
C 1.28065 11.81264 -13.09033
C -4.71624 8.80271 -13.97804
C 2.02289 11.35113 -14.30389
C -3.18075 10.60010 -21.36405
C -3.57389 15.62268 -17.98518
C -6.44395 15.06662 -16.13268
C 0.28798 12.95023 -17.06351
C -0.45471 9.30628 -19.23522
C -2.40045 15.96640 -14.31341
C -4.09700 16.24269 -19.23723
C -4.06302 11.29029 -22.42468
C -5.67561 13.69268 -12.74860
C -6.91907 11.14468 -17.38641
H -2.51708 15.81105 -17.92551
H -0.60564 11.73601 -15.77888
H -7.69118 13.91735 -12.78199
H -5.21769 16.22957 -19.25911
H -3.57962 13.88601 -16.92423
H -2.91329 10.69652 -19.51671
H 0.72942 7.70305 -19.70965
H -5.50929 16.73083 -15.72129
H -1.84861 16.63786 -14.93534
H -3.71532 11.01784 -23.43458
H -0.34297 7.52221 -18.42507
H 2.26956 12.26900 -14.96183
H -3.51355 16.39088 -12.46747
H 1.54802 13.89552 -18.33170
H -5.58864 15.75856 -14.31302
H -3.93078 11.56332 -17.29022
H -3.02362 8.07906 -19.37657
H -3.25863 9.55292 -21.46500
H -4.20748 6.74073 -19.58626
H -7.15517 13.13658 -16.37640
H -0.23193 10.93705 -20.19632
H -6.92094 13.71049 -14.69631
H -7.41223 13.02562 -18.23458
H -5.19144 10.27543 -17.82556
H -3.33885 15.73563 -14.86184
H 0.28861 12.21130 -13.37100
H 1.70922 13.54586 -12.85119
H -3.77034 17.26965 -19.31743
H -7.15631 12.24454 -13.08490
H 0.61409 11.05620 -16.97544
H -4.07963 12.38780 -22.31099
H -4.23024 9.07182 -16.44074
H -4.50291 12.52151 -14.12991
H 1.02194 11.07328 -12.35871
H -2.13146 10.79075 -21.53150
H -5.82413 9.36543 -15.57150
H -4.70059 11.79407 -12.69692
H 1.38936 10.57744 -14.77906
H -3.49807 17.71077 -13.60494
H -4.71015 10.62869 -15.04388
H 1.40504 12.16970 -18.63366
H -1.61703 10.11112 -13.14632
H -2.20509 11.54800 -16.99917
H -5.10473 12.22809 -15.83561
H 0.80760 9.75971 -20.86483
H 0.07687 8.57715 -14.77052
H -5.30683 7.21144 -13.07803
H -3.75331 15.58056 -20.10598
H 2.97340 10.87896 -14.06220
H -5.55394 11.99866 -18.67075
H -3.91892 13.29930 -12.33753
H -1.74607 8.63542 -14.74585
H -8.66780 11.96243 -17.31210
H -2.14805 17.49182 -12.58182
H -0.99399 14.49861 -14.57139
H -1.02121 9.87897 -15.43879
H -3.97869 16.25943 -17.22893
H -5.10970 11.01461 -22.39238
H -6.27417 7.55549 -14.64128
H -2.87566 9.14704 -17.54526

2S+1: 1

No. 2
The following is a DFT calculation (ωB97M-V/def2-TZVPD) of a 2-piece molecular cluster, C9H13PS2 overall in a non-equilibrium geometry.

Positions of all 25 atoms, in Å:
S 1.18996 2.10779 1.67694
S 0.72272 -1.00306 0.58505
P 1.30814 1.12453 0.01296
C -1.94406 -0.42723 -1.50600
C -2.60640 -1.48022 -0.90757
C 3.10743 0.73065 -0.23826
C -3.07877 -0.18286 1.00350
C -3.16543 -1.41462 0.36128
C -2.35971 0.93664 0.50690
C -1.83428 0.82048 -0.77457
C 3.32382 -0.24798 -1.37213
C -0.37788 -0.67584 1.73785
H 2.61609 0.05174 -2.17110
H -3.92572 -2.07262 0.69316
H -2.47867 1.97989 0.96124
H -0.49800 0.24173 2.22965
H -1.64458 -0.29552 -2.52467
H 3.59549 0.20202 0.65133
H 3.14413 -1.27377 -1.01758
H -3.42405 -0.05881 1.98621
H 3.47720 1.67762 -0.46322
H -1.13172 -1.52091 2.11463
H -2.74599 -2.45906 -1.48521
H 4.39929 -0.18450 -1.64450
H -1.14080 1.51413 -1.30847

2S+1: 1

No. 3
The following is a DFT calculation (ωB97M-V/def2-TZVPD) of a 2-piece molecular cluster, C3H12NO overall in a non-equilibrium geometry.

Positions of all 17 atoms, in Å:
O 1.33523 -1.60766 1.36642
N 0.54448 0.82378 0.50620
C -1.49884 1.37738 -0.60185
C -0.16060 -0.58971 -1.36462
C -0.66632 0.28149 -0.18386
H -1.12577 2.14138 -1.28666
H 0.68208 -0.15392 -1.90243
H -2.37315 0.99566 -1.03488
H 1.24344 1.06330 -0.22366
H -0.89392 -0.86395 -2.20083
H 0.98848 0.03622 1.05385
H 1.51171 -2.04040 2.19921
H 0.18990 -1.52294 -0.97900
H -1.82356 2.01703 0.23871
H 0.31631 1.50168 1.16838
H 1.92901 -2.05223 0.83797
H -1.18323 -0.44197 0.55658

Net charge: +1
2S+1: 1

No. 4
The following is a DFT calculation (ωB97M-V/def2-TZVPD) of a 2-piece molecular cluster, C16H10Cl3N3O overall in a non-equilibrium geometry.

Positions of all 33 atoms, in Å:
Cl -1.59924 3.12154 0.50172
Cl 0.49233 1.06348 0.74932
Cl -3.92439 -0.34405 3.31031
O -1.16463 0.79464 -1.66832
N 3.67647 3.49303 0.26451
N -3.88962 0.23435 -1.80746
N 3.90318 0.00869 0.26746
C -1.84085 0.79169 -0.66469
C 4.39694 -2.32702 0.02715
C -1.96814 0.77304 1.87173
C 4.09762 0.18763 -1.09239
C -1.29867 1.34923 0.69311
C 3.61520 2.35709 0.57595
C -3.28247 0.33884 -0.63077
C -5.26308 -0.47902 0.50999
C 4.53859 -2.17564 -1.35941
C -3.19680 0.17041 1.84005
C -5.12861 -0.24501 -1.87115
C -5.87381 -0.61384 -0.72978
C 4.09516 -1.24602 0.82469
C -3.94472 0.00768 0.60250
C 3.54615 1.06543 1.07107
C 4.41101 -0.89323 -1.89595
H 4.03055 -1.27428 1.91166
H -5.80328 -0.76388 1.40824
H -6.88485 -0.98589 -0.86761
H 4.51758 -3.29718 0.51048
H 4.73907 -3.03620 -1.99547
H 3.40214 0.88683 2.13667
H -1.44278 0.88550 2.81527
H 4.03905 1.20741 -1.47474
H 4.55464 -0.70082 -2.95971
H -5.54974 -0.35441 -2.87442

2S+1: 1

No. 5
The following is a DFT calculation (ωB97M-V/def2-TZVPD) of C49H40N9O2RhSi as an isolated structure in a non-equilibrium geometry.

Positions of all 102 atoms, in Å:
Rh -1.46949 -0.36200 -0.50517
Si -1.49586 -2.72190 -0.45806
O -0.64908 6.29833 -4.39689
O -3.86358 -0.16228 -0.73557
N -1.64131 -0.49991 -2.51335
N 0.48221 0.03953 -0.44204
N -3.81413 -0.58194 -6.47930
N 5.75760 -0.30740 6.85022
N -1.88881 -0.57400 -4.92868
N 0.60794 6.34705 -2.51304
N -1.71560 2.00044 -0.57744
N -1.44740 -0.26152 1.49432
N -0.72430 4.47602 -3.05168
C -1.05159 3.95750 -1.79108
C -2.30979 0.02046 3.56077
C 2.11687 0.90133 3.93499
C 0.52610 -3.09298 -2.55569
C 1.81840 -3.34998 -2.99825
C -1.42792 -4.40556 3.40362
C -2.57844 -0.21217 2.19608
C -3.01734 -3.48867 -2.82990
C 1.94515 4.44131 -1.66640
C 1.22801 0.13205 -1.52829
C 4.57047 4.29133 1.09297
C 0.22429 -3.02994 -1.19094
C -1.37352 2.60750 -1.70927
C 3.84109 -1.27040 4.07433
C 3.52166 4.80314 0.14047
C 1.27895 -3.19638 -0.28755
C -1.82139 -0.54169 -3.66664
C 2.17429 6.62481 -0.71211
C -5.42840 -3.45855 -1.45602
C 4.96093 -0.27718 6.02315
C -4.20592 -3.73175 -3.50455
C -1.09434 4.70412 -0.61842
C 1.99509 -0.13728 3.01542
C 2.60774 0.10685 -1.20545
C -5.41485 -3.70848 -2.82065
C -1.49352 -3.45980 2.38481
C -2.93946 -0.58196 -5.72075
C 1.34561 -0.08271 0.64775
C -1.34825 -5.75446 3.09657
C 2.68410 -0.01975 0.15503
C -3.00723 -3.20997 -1.45969
C -1.41265 -5.21576 0.75495
C 3.14154 6.14337 0.15286
C 3.95428 -0.22943 4.98970
C 3.09868 0.86624 4.90920
C -0.40496 -0.06930 2.37483
C -4.23595 -3.21060 -0.78499
C 1.56288 5.77658 -1.63194
C -0.93721 0.09295 3.67798
C -0.27749 5.74932 -3.38251
C 2.87107 -1.21655 3.08766
C 0.93911 -0.10799 1.96730
C 2.57396 -3.43457 -0.72534
C -1.47621 4.07385 0.55150
C -1.34296 -6.15961 1.76699
C -1.78067 2.72429 0.53930
C -1.48442 -3.84838 1.04494
C 2.90861 3.96961 -0.78450
C 2.84681 -3.52114 -2.08325
H 1.45724 1.75627 3.86148
H 1.08062 -3.14811 0.77937
H 3.21068 1.68495 5.60692
H -1.28120 -7.21241 1.52076
H 5.51329 4.82295 0.95378
H -3.53255 -0.33623 1.70546
H -1.54304 4.62841 1.47783
H 2.02064 -3.41603 -4.06045
H 0.76973 0.23012 -2.50066
H -1.43514 -4.08302 4.43769
H 2.76908 -2.03165 2.38187
H 0.75834 7.31642 -2.74376
H -6.34195 -3.87717 -3.35313
H -6.36657 -3.45376 -0.91496
H 3.42375 0.16949 -1.90738
H 3.57477 -0.04461 0.76145
H -3.99999 0.44672 -1.47134
H -2.10630 2.21794 1.43976
H 3.61422 6.82617 0.84997
H -4.25742 -3.02035 0.28569
H 4.75184 3.22731 0.94449
H -4.13046 -1.04474 -1.04657
H -1.34943 1.99067 -2.60294
H -1.28990 -6.49093 3.88831
H -0.86905 5.76015 -0.62321
H -0.37669 0.23476 4.58724
H -1.40839 -5.54510 -0.28008
H -1.55100 -2.41357 2.64911
H 1.51273 3.76287 -2.38680
H 3.37740 -3.55735 -0.00718
H -2.09127 -3.52153 -3.38525
H 4.26206 4.44300 2.12916
H 3.19036 2.92364 -0.83559
H -0.24679 -2.93454 -3.29512
H 4.50253 -2.12295 4.14804
H 1.88858 7.67040 -0.67834
H -3.03733 0.11606 4.35026
H 3.85688 -3.70866 -2.42602
H -4.18939 -3.92891 -4.56894
H -1.14031 4.00929 -3.84329

2S+1: 1

No. 6
The following is a DFT calculation (ωB97M-V/def2-TZVPD) of a 8-piece molecular cluster, C45H54N8O4 overall in a non-equilibrium geometry.

Positions of all 111 atoms, in Å:
O 3.77642 0.90546 3.10514
O 1.84176 1.35342 5.15286
O 0.99304 -0.11304 3.77806
O 3.27396 -0.00866 4.10829
N -0.92677 8.81039 4.70547
N 2.04329 -1.82023 -1.82797
N -0.93449 2.28231 -4.80194
N -0.54157 -1.10982 1.79114
N -2.76212 -0.93786 -6.66836
N -1.59602 4.29323 0.85334
N -5.93114 -0.11424 2.76918
N 2.59946 -6.20219 -1.00400
C 3.06606 -7.44264 -0.87371
C -1.71521 2.71199 3.14654
C -2.69035 -1.79356 -9.31951
C 2.00976 0.47988 4.41177
C -0.54858 3.16621 -3.88163
C -0.74573 7.49160 4.65947
C -4.92589 0.75239 2.65078
C -1.40200 2.97527 0.80482
C 0.08793 -1.94780 2.50051
C -3.12347 2.31824 -3.82436
C 1.14145 -0.95659 -2.29484
C -1.06528 7.24576 7.00690
C 0.88283 -8.36280 -0.63066
C 3.67203 -3.92705 1.48571
C -1.84832 4.82487 2.04941
C -3.54742 -2.38886 -8.40814
C -6.84664 -0.11941 1.80184
C -3.54428 -1.92560 -7.10145
C 4.46768 -1.65766 0.56411
C -4.78808 1.63277 1.58850
C -1.46071 2.14101 1.91036
C -1.86954 -0.76501 -8.88648
C -1.38918 3.66950 -2.90002
C 1.02026 -1.52634 3.61493
C 2.25426 -8.55169 -0.68716
C 0.38168 -7.07762 -0.76331
C 0.62745 -2.33117 -4.16830
C 1.56256 -3.23931 -3.69576
C -1.94124 -0.37536 -7.55773
C 2.24227 -2.93983 -2.52393
C -2.70524 3.23558 -2.87376
C -5.74860 1.61181 0.58998
C -6.80177 0.71728 0.69644
C 3.53469 0.44198 1.76579
C 4.75504 -0.21855 1.05624
C 1.27883 -6.03663 -0.94850
C -0.80748 6.66856 5.77392
C -1.91080 4.08255 3.22064
C -2.20306 1.87089 -4.76121
C 5.29263 -2.57346 2.89838
C 0.40957 -1.16354 -3.45358
C -1.25452 8.61666 7.07198
C 5.13583 0.65507 -0.18157
C 4.83179 -2.88386 1.46858
C -1.17700 9.34976 5.89687
H 5.72063 -3.48985 3.33630
H 4.14454 -7.54949 -0.91953
H 2.88211 -3.66863 0.77111
H 5.66659 -3.39983 0.97009
H 3.21016 -4.00183 2.48265
H 1.76304 -4.16402 -4.22024
H -1.02226 4.37806 -2.16844
H -1.11785 6.63753 7.90092
H -2.11443 4.56677 4.16575
H -4.20587 -3.19540 -8.70055
H 2.97410 -3.63115 -2.11640
H 0.07586 -2.52896 -5.07874
H -1.09994 -1.60740 1.09421
H -1.31230 0.42665 -7.18333
H 0.70029 -2.01732 4.54838
H 3.41358 -1.69632 0.26237
H 2.68914 -9.53687 -0.58841
H -1.32145 10.42473 5.90719
H 4.46533 -2.27829 3.55799
H -1.75971 2.09771 4.03743
H -1.19365 2.56882 -0.18030
H 6.07404 -1.80823 2.95157
H -3.94981 2.31298 1.54816
H -1.30689 1.07545 1.79979
H 0.03036 -3.03110 2.32208
H -5.67660 2.28227 -0.25746
H 2.02197 -1.90495 3.37852
H -0.53725 7.07641 3.67939
H -4.14026 1.94893 -3.84084
H 6.22487 0.74853 -0.28210
H -1.18581 -0.27054 -9.56272
H 0.92597 -5.01590 -1.06106
H 0.21570 -9.20287 -0.48571
H -2.00545 5.89818 2.06587
H 4.73065 1.67130 -0.12015
H 4.75572 0.20747 -1.11057
H 4.05262 -4.92929 1.25216
H -0.64938 5.60292 5.67859
H -2.48122 1.14717 -5.51614
H -7.57420 0.66649 -0.05913
H 0.48827 3.48087 -3.93346
H -7.65641 -0.83121 1.92205
H 2.66484 -0.21802 1.74452
H -0.68165 -6.88326 -0.72570
H -4.20196 -2.36633 -6.35954
H -3.38798 3.60609 -2.11887
H 3.23040 1.34890 1.22233
H 5.61787 -0.17807 1.72987
H 5.03987 -1.79184 -0.36654
H 1.00033 -0.05507 -1.70646
H -1.45808 9.11080 8.01228
H -4.19174 0.73672 3.44965
H -2.66305 -2.12520 -10.34963
H -0.31094 -0.42836 -3.78407

2S+1: 1

No. 7
The following is a DFT calculation (ωB97M-V/def2-TZVPD) of an isolated ion of composition C5H10NO and charge +1 in a non-equilibrium geometry.

Positions of all 17 atoms, in Å:
O 0.32750 -1.26638 -1.57467
N 0.07708 -0.65099 1.03348
C 0.00257 0.45491 0.10100
C -0.02116 1.04403 -2.42674
C 0.18714 -0.20856 2.50009
C -0.26888 -0.08910 -1.37611
C 0.42960 -1.82612 0.80008
H 1.03120 0.41305 2.41312
H 0.32258 -0.98033 3.23392
H 0.80654 1.16191 0.22228
H 0.40552 -2.76025 1.48012
H -0.73398 0.31688 2.68580
H -1.32335 -0.32661 -1.53873
H -0.71982 0.73976 -3.11942
H -0.45403 2.01984 -1.97112
H -1.01682 0.94793 0.34326
H 0.94830 1.01002 -2.80636

Net charge: +1
2S+1: 1

No. 8
The following is a DFT calculation (ωB97M-V/def2-TZVPD) of a 2-piece molecular cluster, C11H15ClN overall in a non-equilibrium geometry.

Positions of all 28 atoms, in Å:
Cl -2.38155 2.35752 0.43425
N 0.54838 1.45533 -0.07680
C -2.79812 0.59298 0.12880
C -4.11693 0.28180 0.15802
C -4.51905 -1.02822 -0.14221
C 0.75261 1.58792 -1.59082
C 1.57685 -0.74518 0.68693
C -3.60947 -2.07450 -0.08591
C -1.94247 -0.45178 0.04270
C 2.94663 -0.40170 0.12651
C 1.19813 0.05155 1.96449
C -2.25024 -1.77996 0.00084
C 0.47610 0.19214 0.64947
H 1.32802 2.07875 0.46077
H -4.75162 1.13862 0.32215
H 0.56469 2.57049 -1.91619
H -3.85014 -3.06840 -0.10378
H 1.51027 -1.83530 0.57838
H 1.68051 1.14893 -1.79292
H 0.03087 1.07717 -2.03733
H -5.46825 -1.40816 -0.16244
H -1.38026 -2.41375 0.09066
H -0.28709 2.06476 -0.00238
H 1.74364 0.83981 2.21938
H 3.76008 -0.83414 0.81268
H 3.27066 -0.98437 -0.64801
H 0.66177 -0.44073 2.69808
H 3.24974 0.59115 0.06075

Net charge: +1
2S+1: 1

no.,total energy (eV)
1,-69057.564
2,-40500.645
3,-6836.720
4,-60836.676
5,-79856.097
6,-67646.436
7,-8871.794
8,-25649.739